(1)
ORCA calculation (ωB97M-V/def2-TZVPD) on 2 unconnected molecules or ions with the total composition C4H14N2O.

Output
Frontier orbital gap   9.86 eV
E_HOMO   -9.336 eV
E_LUMO   0.53 eV
Multiplicity   1
Total charge   0
SMILES   NCCCCN.O

```
21
Properties=species:S:1:pos:R:3:mulliken_charge:R:1
H -4.083 -1.287 -1.697 0.32
C -0.124 1.528 -0.464 -0.64
H 1.902 0.210 1.894 0.31
H 0.234 -2.444 -0.078 0.19
H 2.849 -1.289 0.403 0.32
H 2.003 1.699 0.091 0.26
C 1.252 0.043 1.039 -0.57
C 1.820 -1.392 0.801 -0.72
H 0.341 -0.118 1.632 0.33
H -5.343 -0.539 -1.355 0.32
C 1.266 0.940 -0.201 -0.49
O -4.957 -1.085 -2.048 -0.64
N -0.438 2.345 0.750 -0.64
H 1.868 -2.069 1.677 0.40
H 1.668 -3.003 -0.435 0.23
H -0.763 0.630 -0.418 0.30
N 1.176 -2.124 -0.301 -0.57
H -1.460 2.440 0.535 0.25
H -0.254 2.026 -1.428 0.39
H 1.373 0.142 -0.968 0.40
H -0.329 3.349 0.568 0.24
```

***

(2)
ORCA calculation (ωB97M-V/def2-TZVPD) on 2 unconnected molecules or ions with the total composition C4H14N2O.

Output
Frontier orbital gap (alpha / beta)   11.05 / 5.48 eV
E_HOMO (alpha / beta)   -13.964 / -13.657 eV
E_LUMO (alpha / beta)   -2.91 / -8.18 eV
Multiplicity   2
Total charge   +1

```
21
Properties=species:S:1:pos:R:3:mulliken_spin:R:1
H 1.163 1.356 -1.123 0.05
H -0.002 1.405 1.507 0.00
H 2.657 -0.574 0.178 0.03
C -0.959 1.443 -1.024 0.04
H 0.870 0.130 2.327 0.01
H -0.928 2.378 -0.491 0.00
H -0.763 -1.930 0.347 0.00
H 0.355 -0.055 -1.763 -0.01
N -2.162 0.742 -0.685 0.07
C 0.842 0.720 1.408 0.02
C 1.753 -1.114 0.070 0.01
N 0.642 -0.141 0.235 0.66
H 1.785 -1.850 0.866 0.01
O -1.246 -2.598 0.849 0.02
H -2.100 -2.198 1.058 0.00
H 1.656 -1.598 -0.892 0.00
C 0.400 0.600 -0.952 0.06
H 1.771 1.264 1.324 0.03
H -2.278 0.347 0.224 0.00
H -1.056 1.634 -2.089 -0.01
H -2.399 0.039 -1.373 0.00
```

***

(3)
ORCA calculation (ωB97M-V/def2-TZVPD) on 2 unconnected molecules or ions with the total composition C4H14N2O.

Output
Frontier orbital gap (alpha / beta)   11.19 / 4.68 eV
E_HOMO (alpha / beta)   -14.450 / -13.260 eV
E_LUMO (alpha / beta)   -3.26 / -8.58 eV
Multiplicity   2
Total charge   +1

```
21
Properties=species:S:1:pos:R:3:mulliken_spin:R:1
H 0.009 -0.290 -2.175 -0.01
H -1.451 -1.028 -1.655 -0.01
H -2.395 1.562 0.982 0.00
H 2.073 1.956 0.789 -0.01
H 1.487 -0.733 1.455 0.01
O 1.794 -2.720 -0.473 0.00
H 2.257 -2.689 -1.356 0.00
H 1.640 -0.213 -0.315 0.00
H -2.972 0.000 0.159 0.00
H -0.457 1.672 -0.648 0.00
H -0.642 0.481 1.543 0.01
C -0.944 0.668 -0.483 0.00
H -2.790 1.737 -0.784 0.00
H 0.923 -2.389 -0.789 0.00
C -0.279 0.007 0.682 0.11
H -0.692 -1.034 0.852 0.00
C 1.272 0.015 0.678 0.04
N -0.905 -0.163 -1.678 0.57
N 1.784 1.181 1.328 0.22
C -2.376 0.972 -0.006 0.06
H 2.663 1.009 1.893 0.00
```

***

(4)
ORCA calculation (ωB97M-V/def2-TZVPD) on 2 unconnected molecules or ions with the total composition C4H14N2O.

Output
Frontier orbital gap (alpha / beta)   11.92 / 7.05 eV
E_HOMO (alpha / beta)   -14.818 / -14.559 eV
E_LUMO (alpha / beta)   -2.90 / -7.51 eV
Multiplicity   2
Total charge   +1

```
21
Properties=species:S:1:pos:R:3:mulliken_spin:R:1
N 0.545 0.363 0.705 0.81
C 1.650 -0.579 0.645 -0.02
H 0.066 3.169 0.136 0.00
N 1.618 -1.704 -0.333 0.13
H 0.891 1.217 -1.154 0.00
C -0.934 0.149 -1.304 0.10
C -0.639 2.305 0.007 0.04
H -0.973 -2.000 0.617 0.00
H 1.348 -1.403 -1.256 -0.01
O -1.311 -1.568 1.405 0.00
H -1.396 2.769 -0.614 0.00
C 0.053 1.004 -0.498 -0.01
H -0.951 0.659 -2.286 0.00
H 1.166 -2.522 0.042 -0.01
H 2.549 0.013 0.449 0.01
H -1.657 -2.285 1.943 0.00
H -0.199 0.191 1.398 -0.04
H 1.725 -1.051 1.628 0.00
H -1.967 0.075 -1.007 0.00
H -0.981 2.065 1.006 0.00
H -0.604 -0.867 -1.530 0.00
```

***

(5)
ORCA calculation (ωB97M-V/def2-TZVPD) on a gas-phase ion, C4H14N2O (charge +1).

Output
Frontier orbital gap (alpha / beta)   3.58 / 12.02 eV
E_HOMO (alpha / beta)   -6.809 / -15.310 eV
E_LUMO (alpha / beta)   -3.23 / -3.28 eV
Multiplicity   2
Total charge   +1

```
21
Properties=species:S:1:pos:R:3:mulliken_spin:R:1
C -1.651 0.615 0.036 0.37
H -2.186 -0.129 0.667 -0.04
H 3.286 -2.086 0.704 0.00
N 1.547 0.947 1.009 0.11
C -0.419 -0.084 -0.543 0.88
H -0.009 0.341 -1.473 0.21
H 1.273 1.833 0.591 -0.04
C 0.650 -0.265 0.556 -0.23
H -2.228 0.586 -2.016 -0.04
H 1.963 -0.998 -0.852 -0.01
N -2.702 0.740 -1.122 0.42
H 0.068 -0.493 1.451 0.02
H 2.476 0.564 0.769 -0.03
C 1.573 -1.376 0.122 0.02
H -1.606 1.688 0.290 -0.15
H -3.556 0.120 -1.051 -0.19
H 1.455 0.959 2.023 -0.02
H 1.027 -2.298 -0.047 0.00
H -0.765 -1.078 -0.927 -0.01
H -2.934 1.755 -1.135 -0.27
O 2.738 -1.341 0.948 0.01
```

***

(6)
ORCA calculation (ωB97M-V/def2-TZVPD) on 3 unconnected molecules or ions with the total composition C4H14N2O2.

Output
Frontier orbital gap   7.59 eV
E_HOMO   -6.907 eV
E_LUMO   0.68 eV
Multiplicity   1
Total charge   0

```
22
Properties=species:S:1:pos:R:3:mulliken_charge:R:1
H -0.364 -1.268 -2.383 0.19
C -0.454 0.531 -1.654 -0.77
N -1.087 -0.895 0.679 0.20
O 1.057 2.249 -0.249 -0.53
H 3.216 0.502 0.016 0.43
H -2.934 -1.237 1.608 0.35
N -0.967 -0.667 -1.828 -0.67
H 2.359 0.162 -1.488 0.23
H 1.029 0.782 1.205 0.34
O -0.463 -2.049 1.231 -0.48
C -2.210 -0.433 1.486 -0.84
C 1.048 0.858 0.094 -0.07
H 2.212 -0.945 -0.123 0.24
H 0.276 -1.710 1.757 0.35
H -1.867 -0.089 2.463 0.29
H 0.354 0.927 -2.260 0.44
H -1.071 1.293 -1.188 0.40
H -1.292 -1.071 -0.438 0.51
H 1.885 2.652 0.048 0.31
H -0.323 -0.105 0.471 -0.22
H -2.675 0.399 0.954 0.30
C 2.272 0.114 -0.399 -1.00
```

***

Results for ΔE to the lowest compared entry with this formula, charge and spin: 2.452, 0.995, 1.667, 0.349, 2.550, 6.020 (in eV, following the order of the records).
Results for maximum force: 0.072, 0.069, 0.057, 0.045, 0.054, 0.009 (in hartree/bohr, following the order of the records).